Record 1
Molecular formula: C52H46N4O8PSW
Method: DFT, ωB97M-V with the def2-TZVPD basis set

XYZ file:
```
113
Properties=species:S:1:pos:R:3:forces:R:3:lowdin_charge:R:1
W 0.866160 0.227964 0.329379 -0.564 -0.373 0.214 2.01
C 4.933377 -6.363680 -0.904862 0.000 -0.008 0.005 -0.07
C 5.092967 -5.198070 -1.641042 0.003 0.002 -0.001 -0.06
C 4.272302 -4.105889 -1.401669 0.018 0.013 -0.011 -0.02
C 3.290657 -4.174835 -0.417243 0.018 -0.038 0.002 -0.22
C 3.137965 -5.342203 0.324492 0.000 -0.004 0.000 -0.03
C 3.954495 -6.435637 0.076225 0.001 -0.004 -0.002 -0.07
C 2.424843 -2.996592 -0.142973 -0.020 0.089 0.041 -0.05
C 1.502821 -2.604127 -1.085820 -0.012 -0.014 0.012 -0.19
C 1.373781 -3.244565 -2.358328 -0.036 -0.010 -0.048 0.04
C 0.577405 -2.463772 -3.116193 0.043 -0.033 0.013 0.05
C 0.140765 -1.391654 -2.282435 -0.098 0.066 -0.086 -0.22
N 0.682021 -1.485458 -1.022702 0.194 0.027 0.056 0.02
C -0.764182 -0.418684 -2.673888 0.021 -0.044 0.092 -0.06
C -1.458736 0.256534 -1.689927 0.024 -0.004 -0.010 -0.21
C -2.734191 0.852574 -1.891875 -0.033 0.009 -0.001 0.05
C -3.261233 1.068543 -0.664003 -0.013 -0.048 -0.049 0.04
C -2.278474 0.681879 0.292773 -0.026 0.052 0.024 -0.21
C -2.476463 0.717117 1.658004 0.054 -0.004 -0.011 -0.06
C -3.827997 1.064667 2.180257 -0.024 0.011 -0.003 -0.21
C -4.620198 0.080121 2.763074 0.002 0.002 0.013 -0.03
C -5.876512 0.398465 3.257690 0.008 -0.005 -0.008 -0.06
C -6.347484 1.701123 3.174802 -0.012 -0.009 0.006 -0.07
C -5.562232 2.684765 2.590990 -0.008 0.011 -0.001 -0.06
C -4.306824 2.368411 2.092921 0.000 0.009 -0.006 -0.04
C -1.466214 0.460245 2.567127 0.005 -0.055 -0.009 -0.21
N -0.141644 0.188605 2.259291 -0.086 0.059 -0.112 0.02
C 0.508748 0.214955 3.466765 0.062 -0.003 0.068 -0.22
C 1.851735 -0.097468 3.644850 -0.019 -0.051 -0.068 -0.06
C 2.540541 0.262772 4.909826 0.002 -0.003 0.009 -0.20
C 3.148379 1.510359 5.006911 -0.012 0.011 0.010 -0.02
C 3.800202 1.871705 6.177058 -0.001 0.006 -0.009 -0.06
C 3.840738 0.994163 7.251149 0.010 0.004 0.015 -0.07
C 3.232719 -0.249663 7.155712 0.001 -0.005 0.004 -0.06
C 2.584894 -0.618299 5.985561 0.002 -0.003 -0.006 -0.03
C 2.464672 -0.884178 2.702561 -0.105 0.008 0.005 -0.21
C 3.647476 -1.639595 2.922309 0.042 -0.030 0.021 0.06
C 3.732267 -2.539151 1.913197 -0.014 0.001 0.053 0.05
C 2.642229 -2.287467 1.032483 -0.013 -0.057 -0.071 -0.21
N 1.859306 -1.256918 1.502004 0.293 0.211 0.020 0.00
C -0.397547 0.463383 4.532430 -0.018 -0.006 -0.022 0.02
C -1.629357 0.577085 3.978069 0.011 0.008 0.015 0.02
N -1.150310 0.193837 -0.345883 -0.039 0.130 -0.055 0.00
C -1.134079 -0.225428 -4.096662 -0.012 -0.029 -0.031 -0.20
C -0.719408 0.934402 -4.743158 0.015 0.005 -0.008 -0.01
C -1.060639 1.146501 -6.070974 0.007 0.011 0.011 -0.06
C -1.822320 0.208927 -6.752585 -0.001 -0.015 -0.011 -0.07
C -2.245691 -0.944258 -6.105931 -0.001 0.010 -0.007 -0.07
C -1.901721 -1.164117 -4.780871 -0.006 0.006 0.003 -0.04
H 5.572177 -7.216038 -1.094587 -0.002 0.004 -0.002 0.11
H 5.858465 -5.136510 -2.403209 -0.003 -0.002 0.004 0.11
H 4.395234 -3.193094 -1.973001 -0.007 0.002 0.010 0.13
H 2.373793 -5.395749 1.090886 0.002 0.007 -0.006 0.12
H 3.825053 -7.344050 0.649548 0.003 0.002 -0.003 0.11
H 1.864642 -4.162156 -2.633838 0.000 0.007 0.012 0.13
H 0.290716 -2.596171 -4.145428 -0.011 0.005 0.013 0.13
H -3.193513 0.989503 -2.856984 0.006 0.008 0.010 0.13
H -4.247995 1.422355 -0.418337 0.013 0.011 0.002 0.13
H -4.251106 -0.936732 2.823963 -0.003 0.004 0.001 0.13
H -6.488276 -0.373463 3.705419 -0.001 0.004 -0.001 0.11
H -7.327182 1.947746 3.561927 0.004 0.003 -0.004 0.11
H -5.928300 3.700798 2.520652 0.005 -0.006 0.001 0.11
H -3.695074 3.133898 1.630762 0.000 -0.007 0.005 0.12
H 3.108767 2.187009 4.161421 0.002 -0.003 0.004 0.11
H 4.280105 2.839247 6.249093 -0.001 -0.006 0.001 0.11
H 4.349884 1.277920 8.162751 -0.005 -0.001 -0.004 0.11
H 3.265208 -0.935434 7.992084 -0.001 0.003 -0.006 0.11
H 2.111535 -1.589812 5.903146 0.004 0.005 0.005 0.13
H 4.284080 -1.533934 3.785523 0.000 0.001 -0.015 0.13
H 4.462842 -3.317618 1.773089 0.004 0.010 -0.008 0.13
H -0.118394 0.502600 5.572765 -0.002 0.002 -0.002 0.13
H -2.570103 0.750843 4.473140 0.005 0.000 -0.006 0.13
H -0.119964 1.659210 -4.205831 0.005 -0.010 0.004 0.12
H -0.727481 2.045310 -6.572626 -0.004 -0.004 -0.002 0.11
H -2.087486 0.375311 -7.788261 -0.001 0.005 0.006 0.11
H -2.848749 -1.671907 -6.632730 0.005 -0.002 0.001 0.11
H -2.241755 -2.057805 -4.270706 0.008 0.006 0.000 0.12
C -1.234407 4.064759 2.824931 -0.053 0.031 0.014 -0.02
C 0.162350 4.324501 3.346866 0.040 -0.033 -0.062 -0.56
C 0.330810 3.908053 4.793619 -0.002 0.014 0.020 -0.01
C 0.546479 5.775415 3.166118 0.009 0.041 -0.014 -0.02
O 1.137532 3.465622 2.607424 -0.074 -0.045 0.049 -0.12
P 1.211884 2.881151 1.169168 0.139 -0.291 -0.033 0.36
O -0.047888 2.209993 0.614113 0.016 0.128 -0.035 -0.31
O 2.089913 1.593264 1.262535 0.245 0.062 0.192 -0.33
O 1.680699 3.958932 0.180066 -0.039 0.072 -0.046 -0.11
C 2.890325 4.826118 -0.060732 -0.041 -0.088 0.084 -0.54
C 2.620476 6.190556 0.544516 0.008 -0.014 -0.011 -0.03
C 4.089541 4.146555 0.564381 0.111 0.008 -0.044 -0.02
C 2.972474 4.954315 -1.567780 -0.029 0.028 -0.033 -0.01
H -1.932399 4.718105 3.351385 0.013 -0.020 0.016 0.11
H -1.534987 3.034245 2.993869 0.009 -0.034 -0.017 0.07
H -1.305116 4.286798 1.758207 0.001 -0.003 0.001 0.10
H -0.328912 4.508773 5.421108 0.000 -0.006 -0.009 0.10
H 1.358556 4.070572 5.119016 -0.007 0.005 0.002 0.09
H 0.081207 2.859212 4.928785 0.005 0.006 -0.006 0.06
H -0.068757 6.380960 3.833158 0.003 -0.008 -0.013 0.10
H 0.367629 6.111612 2.147551 0.041 0.003 -0.033 0.08
H 1.590372 5.937160 3.429797 -0.002 0.004 0.006 0.09
H 2.776892 6.202142 1.618174 -0.049 -0.032 0.089 0.07
H 1.607875 6.520244 0.313732 0.023 0.008 -0.025 0.09
H 3.312153 6.906496 0.100037 0.021 -0.014 0.021 0.10
H 3.968444 4.071480 1.647581 -0.015 -0.008 0.016 0.09
H 4.976751 4.751738 0.371439 -0.009 0.017 0.013 0.11
H 4.248326 3.157387 0.139678 -0.026 0.068 0.048 0.07
H 2.062906 5.421887 -1.947187 0.003 -0.011 -0.009 0.10
H 3.119172 3.995814 -2.050150 -0.009 -0.055 0.015 0.07
H 3.813943 5.603709 -1.813419 0.004 -0.022 0.000 0.10
O 2.751389 -0.131533 -0.463566 0.266 0.149 0.012 -0.41
S 2.688682 0.777952 -1.705798 -0.450 -0.013 0.268 0.45
O 3.549633 1.896280 -1.538483 0.061 0.062 -0.226 -0.24
O 1.181764 1.189120 -1.385295 0.131 0.120 -0.330 -0.42
O 2.738091 0.044245 -2.923059 -0.028 -0.087 -0.004 -0.21
```
Forces are in eV/Å.

The LUMO energy (alpha / beta) is -4.212 / -4.213 eV. Its charge is +1. The max |F| comes out at 0.014 hartree/bohr. The value obtained for the calculated total energy is -3636.8148 Eh.

***

Record 2
Molecular formula: C5H18NO2
Method: DFT, ωB97M-V with the def2-TZVPD basis set

XYZ file:
```
26
Properties=species:S:1:pos:R:3:forces:R:3:nbo_charge:R:1
C -0.406275 1.452966 -2.086417 0.614 0.787 -0.923 -0.67
C -0.930946 0.322771 -1.247441 -0.652 0.793 0.942 -0.01
C 0.056759 -0.396395 -0.333313 1.184 0.281 -0.635 -0.25
C 0.836281 -1.426917 -1.191535 -0.601 -0.667 0.974 -0.61
C 1.027280 0.569573 0.335818 0.069 1.336 0.303 -0.63
N -2.042923 0.916541 -0.339717 -0.669 -1.894 -0.071 -0.70
H 0.510006 1.183192 -2.616690 -0.056 -0.287 0.129 0.26
H -0.137371 2.364993 -1.544461 -0.163 -0.268 0.302 0.23
H -1.090752 1.768509 -2.885188 -0.140 -0.259 0.297 0.24
H -1.466386 -0.371602 -1.875445 -0.075 -0.391 -0.172 0.22
H -0.453977 -0.918651 0.467337 -0.423 -0.260 0.006 0.21
H 1.859758 -1.519411 -0.856014 0.342 0.320 -0.220 0.24
H 0.758496 -1.264302 -2.256860 0.211 0.206 -0.241 0.21
H 0.434761 -2.419250 -0.980225 -0.201 -0.036 -0.275 0.23
H 0.609333 1.210222 1.129435 -0.301 -0.370 -0.169 0.21
H 1.465753 1.300851 -0.348371 0.011 -0.306 -0.259 0.22
H 1.866362 0.077350 0.794651 0.197 -0.543 0.154 0.24
H -1.736889 1.204801 0.600882 0.303 0.993 -0.157 0.48
H -2.683020 0.143170 -0.119214 0.104 0.060 -0.106 0.43
H -2.641778 1.587206 -0.811845 0.283 0.536 0.100 0.43
H -1.343749 2.142810 2.923917 -0.050 0.089 -0.018 0.50
H -1.455372 3.319180 1.931955 -0.014 -0.068 0.103 0.50
O -1.652751 2.380857 2.041581 0.058 -0.086 -0.042 -0.97
H 2.532141 -4.606242 1.843354 0.107 -0.049 0.113 0.47
H 3.514545 -3.708665 2.619179 0.003 -0.135 0.039 0.48
O 2.964468 -3.747833 1.832492 -0.141 0.217 -0.173 -0.95
```
Forces are in eV/Å.

The LUMO energy is -3.039 eV. Its charge is +1. The max |F| comes out at 0.039 hartree/bohr. The value obtained for the calculated total energy is -406.3057 Eh.

***

Record 3
Molecular formula: C46H50BBrIN9O4SiTa
Method: DFT, ωB97M-V with the def2-TZVPD basis set

XYZ file:
```
114
Properties=species:S:1:pos:R:3:forces:R:3:lowdin_charge:R:1
Ta -0.141324 -0.593965 0.583205 0.062 -0.032 1.040 1.68
C 4.555155 1.290373 2.782658 0.009 -0.009 0.011 0.01
C 3.552845 0.239150 2.453498 -0.023 -0.042 -0.005 -0.26
C 3.542251 -1.089679 2.842857 0.084 0.043 -0.057 0.06
C 2.397781 -1.649626 2.295440 0.076 -0.052 0.016 -0.20
N 1.751327 -0.701068 1.585813 0.157 0.061 -0.162 -0.05
N 2.459368 0.459528 1.710982 -0.056 0.046 0.067 0.05
B 2.059841 1.773526 1.008712 0.063 -0.012 0.128 -0.56
N 2.246061 1.568888 -0.466936 -0.133 0.102 -0.102 0.01
N 1.544707 0.570887 -1.069241 -0.319 0.223 0.124 0.09
C 1.985792 0.548297 -2.341183 0.068 -0.206 0.035 -0.21
C 2.976272 1.522838 -2.519609 -0.073 0.102 -0.016 0.04
C 3.108017 2.159443 -1.309653 0.096 -0.137 -0.030 -0.26
C 4.024635 3.268511 -0.921374 0.005 0.069 -0.008 0.00
C 1.577541 -0.335114 -3.446455 0.011 -0.086 0.010 -0.16
C 2.562975 -0.768187 -4.340458 0.032 -0.107 0.068 -0.02
C 2.227949 -1.523616 -5.448567 0.016 0.001 0.011 -0.06
C 0.897670 -1.844736 -5.695767 -0.001 0.011 -0.004 -0.06
C -0.080619 -1.416571 -4.816205 -0.013 0.032 -0.072 -0.07
C 0.258513 -0.672537 -3.693148 -0.026 0.181 -0.122 -0.07
N 0.584294 2.220480 1.260521 -0.099 0.078 0.148 0.05
N -0.558788 1.497176 0.970890 0.274 -0.272 -0.557 -0.04
C -1.612746 2.341444 1.073134 -0.139 0.051 0.027 -0.21
C -1.135233 3.596227 1.425925 0.090 0.027 -0.049 0.04
C 0.238854 3.485922 1.537592 -0.155 -0.037 0.097 -0.25
C 1.195158 4.565297 1.912962 0.013 0.007 -0.014 0.01
C -3.061388 2.069560 0.926014 -0.009 0.037 -0.016 -0.12
C -3.652964 1.259584 -0.045864 0.046 -0.068 0.052 -0.19
C -5.041214 1.291364 -0.189732 0.029 -0.079 0.019 -0.03
C -5.844615 2.056047 0.630818 -0.013 0.028 -0.002 -0.06
C -5.263621 2.813410 1.640023 -0.004 -0.012 0.003 -0.06
C -3.892054 2.822951 1.772249 0.001 -0.010 0.018 -0.04
C 1.926676 -3.024720 2.531584 -0.035 -0.043 0.007 -0.19
C 1.583885 -3.887140 1.497967 0.093 -0.008 -0.057 -0.04
C 1.138487 -5.170279 1.782467 0.017 0.005 -0.001 -0.06
C 1.039815 -5.599318 3.096576 0.000 -0.004 0.002 -0.06
C 1.412500 -4.751164 4.132423 0.004 -0.008 -0.005 -0.06
C 1.862372 -3.472520 3.852399 -0.071 0.020 0.001 -0.04
H 5.282328 0.882173 3.480990 0.007 0.003 -0.008 0.09
H 4.083260 2.158040 3.242703 -0.005 -0.007 0.004 0.09
H 5.088188 1.623283 1.891926 -0.009 0.004 -0.003 0.09
H 4.283841 -1.602010 3.431257 -0.010 0.005 0.008 0.13
H 2.761198 2.639274 1.413290 0.018 0.010 0.014 0.12
H 3.495140 1.753854 -3.433776 -0.011 -0.016 -0.005 0.12
H 4.640396 3.537182 -1.776926 0.002 0.007 0.007 0.09
H 4.686767 2.981489 -0.104608 -0.009 -0.009 0.000 0.08
H 3.477786 4.159688 -0.609096 -0.009 -0.019 0.002 0.08
H 3.601998 -0.532207 -4.150031 -0.004 0.010 0.015 0.12
H 3.003783 -1.862762 -6.122080 -0.006 -0.001 0.002 0.11
H 0.631597 -2.425918 -6.569082 0.001 0.001 0.003 0.11
H -1.120531 -1.661128 -5.002601 0.038 0.005 0.007 0.11
H -0.507547 -0.327820 -3.018106 0.012 -0.024 0.021 0.07
H -1.715545 4.493251 1.552342 -0.004 -0.026 0.024 0.13
H 0.630802 5.459192 2.168280 0.012 0.010 0.000 0.09
H 1.873535 4.806737 1.094550 -0.008 -0.011 0.007 0.08
H 1.798970 4.278673 2.773864 -0.001 -0.001 -0.009 0.09
H -3.054372 -0.717573 -0.528862 -0.128 0.015 -0.139 -0.07
H -5.490419 0.681512 -0.965091 -0.010 0.001 0.013 0.12
H -6.917626 2.056422 0.492113 0.004 -0.011 0.014 0.11
H -5.873880 3.395040 2.317465 -0.007 0.000 -0.017 0.11
H -3.447728 3.407376 2.567096 0.013 0.032 -0.047 0.11
H 1.727824 -3.580642 0.472271 -0.008 -0.034 0.122 0.08
H 0.879485 -5.837354 0.970194 0.009 -0.004 0.005 0.11
H 0.689036 -6.599017 3.316205 -0.001 0.006 0.000 0.11
H 1.352832 -5.087345 5.159165 -0.001 0.001 -0.006 0.11
H 2.143294 -2.806218 4.658872 0.015 -0.005 -0.012 0.11
C -4.015469 -2.388782 -3.400463 -0.025 0.019 -0.001 0.01
C -2.651212 -2.897256 -3.098045 0.026 -0.012 0.053 -0.36
N -1.748045 -2.289413 -2.367499 -0.066 -0.099 0.071 0.11
C -0.674767 -3.138177 -2.319535 0.004 -0.129 -0.016 -0.21
C -0.929869 -4.275994 -3.049686 -0.035 -0.009 -0.014 -0.06
N -2.193356 -4.101302 -3.525133 0.038 0.021 0.028 0.20
C -0.235614 -5.539623 -3.432494 0.050 -0.002 -0.011 -0.47
O 1.023208 -5.691755 -3.069800 -0.052 -0.098 -0.039 0.16
O -0.845043 -6.362085 -4.066321 -0.031 -0.027 -0.024 0.13
C 0.549732 -2.867730 -1.562208 -0.104 0.255 0.276 -0.49
O 1.571844 -3.505529 -1.672893 0.105 -0.069 -0.098 0.11
O 0.476966 -1.881493 -0.661219 -0.065 -0.378 -0.820 -0.34
H -3.973895 -1.324094 -3.623213 -0.011 0.007 -0.004 0.07
H -4.670907 -2.531160 -2.539384 0.004 0.003 -0.007 0.09
H -4.453337 -2.904387 -4.253560 0.007 -0.005 0.001 0.09
H -2.662747 -4.801120 -4.081836 -0.001 -0.013 -0.028 0.18
H 1.351169 -4.901961 -2.582336 0.040 0.066 0.021 0.07
I -2.079577 -2.636687 0.849338 -0.015 -0.094 0.004 0.65
C -2.909122 0.287427 -0.904590 0.029 0.042 0.095 -0.13
H -3.273732 0.301772 -1.929203 0.077 0.030 -0.062 0.07
H -1.833451 0.508993 -0.985055 0.075 0.072 -0.068 0.02
Br -1.380562 5.704392 -5.261038 0.001 0.015 -0.016 0.79
C -1.190576 4.219140 -4.123818 0.002 -0.025 0.011 -0.69
C -0.381392 4.297290 -3.004515 0.019 -0.025 0.015 -0.09
C -0.282940 3.172426 -2.200301 0.034 -0.013 0.081 -0.12
N -0.923809 2.030255 -2.432982 -0.009 0.214 -0.207 0.06
C -1.684530 1.979151 -3.526132 0.036 0.106 0.020 -0.14
C -1.855019 3.036224 -4.403661 0.012 0.008 -0.019 -0.09
H 0.160913 5.200684 -2.764470 -0.006 0.002 -0.008 0.11
H 0.357831 3.190794 -1.323403 -0.038 0.018 -0.005 0.10
H -2.178363 1.033581 -3.724543 -0.031 0.014 -0.019 0.10
H -2.479418 2.936434 -5.279839 -0.006 0.007 0.010 0.11
C 1.262923 1.230366 4.503045 -0.001 -0.001 0.022 -0.15
Si -0.324850 0.259908 4.272823 0.048 -0.103 0.024 0.46
C -0.411191 -0.960401 5.692508 0.046 0.025 0.012 -0.17
C -1.786240 1.422864 4.424745 -0.001 -0.003 0.061 -0.15
C -0.570190 -0.830936 2.732133 0.096 0.138 -0.076 -0.51
H 1.221007 1.659376 5.508547 -0.013 0.013 -0.008 0.05
H 1.391558 2.053019 3.799050 0.004 -0.005 -0.014 0.01
H 2.142619 0.587206 4.462080 -0.038 0.024 0.038 0.02
H -0.472220 -0.429452 6.645884 0.000 -0.011 0.003 0.04
H 0.469618 -1.605110 5.726410 -0.018 0.006 0.006 0.02
H -1.289877 -1.603683 5.610999 -0.004 0.008 -0.011 0.04
H -1.507240 2.346312 4.938140 -0.003 -0.013 0.002 0.04
H -2.579539 0.946947 5.005773 0.006 -0.003 -0.004 0.04
H -2.213584 1.687973 3.463657 -0.022 0.040 -0.085 -0.01
H -1.641594 -1.026398 2.824399 -0.014 0.127 0.115 -0.08
H -0.106723 -1.791885 2.984845 -0.121 0.011 0.069 -0.01
```
Forces are in eV/Å.

The LUMO energy is -4.042 eV. Its charge is +1. The max |F| comes out at 0.020 hartree/bohr. The value obtained for the calculated total energy is -5819.8105 Eh.